*1*
{"formula": "C56H120F8N8O8S4", "method": "ωB97M-V/def2-TZVPD", "species": ["C", "C", "C", "N", "C", "C", "C", "C", "C", "C", "H", "H", "H", "H", "H", "H", "H", "H", "H", "H", "H", "H", "H", "H", "H", "H", "H", "H", "H", "H", "C", "C", "C", "N", "C", "C", "C", "C", "C", "C", "H", "H", "H", "H", "H", "H", "H", "H", "H", "H", "H", "H", "H", "H", "H", "H", "H", "H", "H", "H", "C", "C", "C", "N", "C", "C", "C", "C", "C", "C", "H", "H", "H", "H", "H", "H", "H", "H", "H", "H", "H", "H", "H", "H", "H", "H", "H", "H", "H", "H", "C", "C", "C", "N", "C", "C", "C", "C", "C", "C", "H", "H", "H", "H", "H", "H", "H", "H", "H", "H", "H", "H", "H", "H", "H", "H", "H", "H", "H", "H", "C", "C", "C", "N", "C", "C", "C", "C", "C", "C", "H", "H", "H", "H", "H", "H", "H", "H", "H", "H", "H", "H", "H", "H", "H", "H", "H", "H", "H", "H", "C", "C", "C", "N", "C", "C", "C", "C", "C", "C", "H", "H", "H", "H", "H", "H", "H", "H", "H", "H", "H", "H", "H", "H", "H", "H", "H", "H", "H", "H", "N", "S", "O", "O", "F", "S", "O", "O", "F", "C", "F", "F", "F", "S", "O", "O", "N", "S", "O", "O", "C", "F", "F", "F"], "positions_angstrom": [[-2.069, 4.251, 5.786], [-0.924, 4.954, 5.072], [0.403, 4.386, 5.549], [1.654, 5.185, 5.131], [1.687, 5.160, 3.626], [2.954, 5.759, 3.027], [4.156, 5.056, 3.674], [4.154, 5.014, 5.197], [2.843, 4.514, 5.808], [1.577, 6.587, 5.614], [-2.978, 4.486, 5.230], [-2.272, 4.618, 6.792], [-1.946, 3.168, 5.801], [-0.980, 6.029, 5.235], [-1.001, 4.676, 4.018], [0.550, 3.327, 5.353], [0.426, 4.547, 6.631], [1.572, 4.093, 3.440], [0.803, 5.569, 3.138], [3.061, 5.580, 1.958], [2.907, 6.838, 3.192], [4.186, 4.026, 3.312], [5.068, 5.587, 3.398], [4.995, 4.448, 5.601], [4.401, 5.995, 5.619], [2.757, 3.442, 5.618], [2.733, 4.664, 6.879], [1.104, 6.620, 6.591], [1.037, 7.187, 4.880], [2.552, 7.068, 5.595], [1.960, 5.070, -1.841], [1.598, 6.550, -1.898], [2.135, 7.240, -3.127], [1.503, 8.626, -3.344], [2.166, 9.209, -4.606], [1.523, 10.517, -5.096], [0.100, 10.130, -5.481], [-0.647, 9.700, -4.226], [0.002, 8.472, -3.584], [1.628, 9.565, -2.140], [1.670, 4.597, -2.788], [1.489, 4.506, -1.040], [3.044, 4.936, -1.823], [2.032, 7.043, -1.022], [0.533, 6.715, -1.725], [1.925, 6.726, -4.063], [3.189, 7.485, -2.999], [2.198, 8.414, -5.348], [3.211, 9.478, -4.430], [2.046, 10.788, -6.013], [1.607, 11.272, -4.320], [0.061, 9.380, -6.269], [-0.448, 11.023, -5.794], [-1.664, 9.483, -4.552], [-0.675, 10.561, -3.559], [-0.157, 7.545, -4.134], [-0.529, 8.364, -2.638], [1.280, 10.520, -2.512], [2.679, 9.625, -1.868], [1.022, 9.200, -1.319], [-3.218, -3.048, 2.316], [-4.497, -2.269, 2.680], [-5.745, -3.106, 2.408], [-7.032, -2.334, 2.113], [-8.110, -3.359, 2.079], [-8.571, -3.887, 3.470], [-8.581, -2.835, 4.579], [-7.420, -1.842, 4.582], [-7.275, -1.261, 3.184], [-6.885, -1.567, 0.814], [-3.149, -4.007, 2.834], [-2.330, -2.452, 2.527], [-3.109, -3.305, 1.259], [-4.437, -1.304, 2.173], [-4.427, -2.035, 3.742], [-5.937, -3.664, 3.321], [-5.636, -3.797, 1.575], [-7.803, -4.207, 1.472], [-9.014, -2.915, 1.657], [-7.925, -4.741, 3.701], [-9.540, -4.382, 3.412], [-8.797, -3.312, 5.533], [-9.480, -2.240, 4.377], [-6.477, -2.323, 4.846], [-7.644, -1.061, 5.304], [-6.397, -0.617, 3.207], [-8.131, -0.680, 2.846], [-6.059, -0.887, 0.995], [-7.814, -1.006, 0.748], [-6.738, -2.289, 0.018], [-2.846, -7.587, -8.455], [-2.149, -6.570, -7.558], [-3.078, -5.385, -7.319], [-2.487, -4.160, -6.628], [-2.164, -4.549, -5.165], [-1.819, -3.286, -4.360], [-2.961, -2.298, -4.328], [-3.122, -1.873, -5.777], [-3.521, -3.041, -6.676], [-1.239, -3.691, -7.323], [-3.130, -7.141, -9.407], [-3.726, -7.914, -7.902], [-2.138, -8.382, -8.675], [-1.217, -6.232, -8.017], [-1.787, -7.022, -6.631], [-3.934, -5.661, -6.703], [-3.450, -5.041, -8.285], [-3.035, -5.069, -4.777], [-1.278, -5.171, -5.259], [-1.628, -3.639, -3.340], [-0.866, -2.882, -4.694], [-3.902, -2.642, -3.898], [-2.612, -1.492, -3.678], [-3.908, -1.112, -5.856], [-2.308, -1.249, -6.156], [-4.424, -3.515, -6.289], [-3.653, -2.755, -7.716], [-0.779, -2.883, -6.767], [-1.569, -3.316, -8.290], [-0.556, -4.525, -7.430], [2.381, -3.990, 3.896], [1.885, -4.788, 2.681], [1.445, -6.164, 3.142], [0.975, -7.137, 2.073], [-0.141, -6.507, 1.226], [-0.836, -7.564, 0.339], [-1.231, -8.824, 1.066], [-0.050, -9.467, 1.748], [0.606, -8.466, 2.699], [2.175, -7.362, 1.174], [3.343, -4.396, 4.204], [1.623, -4.041, 4.676], [2.563, -2.957, 3.608], [2.667, -4.800, 1.916], [1.116, -4.273, 2.096], [0.713, -6.212, 3.952], [2.255, -6.699, 3.651], [-0.862, -6.078, 1.924], [0.216, -5.682, 0.617], [-1.645, -7.012, -0.139], [-0.089, -7.776, -0.432], [-2.055, -8.692, 1.776], [-1.692, -9.544, 0.384], [-0.328, -10.298, 2.394], [0.665, -9.793, 0.990], [-0.124, -8.232, 3.477], [1.531, -8.813, 3.153], [2.985, -7.631, 1.851], [2.509, -6.421, 0.749], [2.028, -8.104, 0.397], [0.706, -0.007, -4.612], [2.031, 0.579, -4.119], [2.325, -0.044, -2.754], [3.605, 0.494, -2.125], [3.889, -0.324, -0.870], [5.214, 0.081, -0.196], [6.370, -0.121, -1.167], [6.173, 0.607, -2.495], [4.786, 0.342, -3.070], [3.401, 1.976, -1.856], [0.348, 0.462, -5.529], [-0.114, 0.099, -3.899], [0.857, -1.069, -4.823], [1.917, 1.661, -4.036], [2.798, 0.415, -4.871], [2.614, -1.086, -2.925], [1.499, -0.064, -2.053], [3.942, -1.352, -1.231], [3.038, -0.212, -0.203], [5.216, -0.461, 0.750], [5.131, 1.127, 0.109], [6.415, -1.207, -1.295], [7.293, 0.222, -0.701], [6.960, 0.257, -3.160], [6.330, 1.667, -2.285], [4.726, -0.725, -3.311], [4.593, 0.816, -4.028], [3.487, 2.432, -2.837], [4.210, 2.316, -1.217], [2.448, 2.112, -1.350], [5.549, 0.197, 6.858], [4.951, -1.155, 7.544], [5.406, -2.396, 6.969], [3.571, -1.082, 7.917], [5.675, -1.117, 8.951], [4.478, 0.412, 5.770], [3.333, 1.232, 6.106], [4.310, -0.589, 4.753], [5.304, 1.526, 4.894], [2.392, 1.140, 2.513], [2.259, 1.707, 3.687], [3.498, 1.577, 1.911], [2.483, -0.160, 2.660], [0.924, 1.706, 1.457], [-0.159, 1.935, 2.382], [1.531, 2.901, 0.878], [0.676, 0.584, 0.214], [-0.305, -0.443, 0.800], [0.004, -0.941, 2.126], [-1.709, -0.098, 0.654], [0.072, -1.988, -0.253], [1.369, -2.261, -0.217], [-0.647, -3.005, 0.208], [-0.230, -1.705, -1.535]], "gap_ev": 6.70, "total_charge": 4}

---

*2*
{"formula": "C56H120F8N8O8S4", "method": "ωB97M-V/def2-TZVPD", "species": ["C", "C", "C", "N", "C", "C", "C", "C", "C", "C", "H", "H", "H", "H", "H", "H", "H", "H", "H", "H", "H", "H", "H", "H", "H", "H", "H", "H", "H", "H", "C", "C", "C", "N", "C", "C", "C", "C", "C", "C", "H", "H", "H", "H", "H", "H", "H", "H", "H", "H", "H", "H", "H", "H", "H", "H", "H", "H", "H", "H", "C", "C", "C", "N", "C", "C", "C", "C", "C", "C", "H", "H", "H", "H", "H", "H", "H", "H", "H", "H", "H", "H", "H", "H", "H", "H", "H", "H", "H", "H", "C", "C", "C", "N", "C", "C", "C", "C", "C", "C", "H", "H", "H", "H", "H", "H", "H", "H", "H", "H", "H", "H", "H", "H", "H", "H", "H", "H", "H", "H", "C", "C", "C", "N", "C", "C", "C", "C", "C", "C", "H", "H", "H", "H", "H", "H", "H", "H", "H", "H", "H", "H", "H", "H", "H", "H", "H", "H", "H", "H", "C", "C", "C", "N", "C", "C", "C", "C", "C", "C", "H", "H", "H", "H", "H", "H", "H", "H", "H", "H", "H", "H", "H", "H", "H", "H", "H", "H", "H", "H", "N", "S", "O", "O", "F", "S", "O", "O", "F", "C", "F", "F", "F", "S", "O", "O", "N", "S", "O", "O", "C", "F", "F", "F"], "positions_angstrom": [[0.972, 10.077, 0.510], [1.315, 9.259, 1.751], [2.818, 9.258, 1.966], [3.417, 8.336, 2.995], [4.838, 8.001, 2.583], [5.497, 6.856, 3.340], [4.608, 5.642, 3.446], [3.233, 5.990, 4.002], [2.606, 7.090, 3.171], [3.487, 9.042, 4.321], [1.613, 9.742, -0.311], [1.171, 11.129, 0.699], [-0.049, 9.908, 0.182], [0.913, 8.248, 1.714], [0.836, 9.690, 2.640], [3.221, 10.253, 2.169], [3.308, 9.053, 1.008], [4.699, 7.655, 1.552], [5.425, 8.913, 2.507], [6.414, 6.626, 2.799], [5.781, 7.263, 4.315], [4.426, 5.216, 2.446], [5.072, 4.824, 3.996], [2.566, 5.131, 4.003], [3.362, 6.265, 5.054], [2.446, 6.673, 2.171], [1.622, 7.351, 3.551], [2.469, 9.178, 4.685], [3.910, 10.032, 4.176], [4.050, 8.461, 5.040], [-1.731, -4.633, 2.375], [-0.720, -3.504, 2.508], [0.365, -3.888, 3.505], [1.496, -2.893, 3.615], [2.387, -3.433, 4.693], [3.731, -2.704, 4.803], [4.468, -2.680, 3.477], [3.565, -2.069, 2.421], [2.245, -2.789, 2.317], [0.923, -1.569, 4.036], [-2.335, -4.780, 3.269], [-1.241, -5.539, 2.015], [-2.444, -4.385, 1.583], [-1.196, -2.564, 2.786], [-0.271, -3.295, 1.535], [0.786, -4.843, 3.189], [-0.053, -3.976, 4.507], [2.602, -4.487, 4.521], [1.907, -3.294, 5.660], [4.322, -3.183, 5.582], [3.525, -1.689, 5.159], [4.659, -3.729, 3.208], [5.452, -2.219, 3.530], [4.033, -2.129, 1.433], [3.464, -0.992, 2.591], [2.400, -3.835, 2.035], [1.588, -2.335, 1.578], [0.310, -1.752, 4.913], [0.340, -1.173, 3.208], [1.749, -0.901, 4.252], [-2.952, 4.078, -0.214], [-2.293, 4.189, -1.577], [-2.576, 2.965, -2.442], [-1.973, 2.927, -3.811], [-2.391, 1.641, -4.476], [-3.764, 1.649, -5.052], [-4.230, 2.924, -5.750], [-3.773, 4.198, -5.060], [-2.327, 4.118, -4.642], [-0.496, 2.885, -3.728], [-3.959, 3.662, -0.205], [-2.968, 5.048, 0.283], [-2.358, 3.422, 0.431], [-1.208, 4.216, -1.419], [-2.485, 5.153, -2.049], [-3.645, 2.766, -2.497], [-2.130, 2.119, -1.913], [-2.224, 0.828, -3.768], [-1.625, 1.453, -5.236], [-4.480, 1.513, -4.228], [-3.967, 0.790, -5.687], [-5.300, 2.881, -5.939], [-3.795, 2.915, -6.762], [-4.412, 4.409, -4.193], [-3.946, 5.066, -5.696], [-2.108, 4.995, -4.036], [-1.653, 4.228, -5.492], [-0.113, 3.778, -3.240], [-0.113, 2.892, -4.745], [-0.166, 1.993, -3.199], [-4.051, -1.103, 5.602], [-4.166, -1.563, 4.147], [-5.611, -1.534, 3.631], [-5.755, -1.331, 2.162], [-5.326, 0.036, 1.648], [-6.082, 1.127, 2.354], [-7.588, 0.989, 2.182], [-8.101, -0.434, 2.377], [-7.204, -1.508, 1.778], [-4.962, -2.343, 1.431], [-3.112, -1.464, 6.015], [-4.903, -1.403, 6.209], [-4.045, -0.013, 5.615], [-3.734, -2.530, 3.883], [-3.610, -0.852, 3.524], [-6.147, -0.726, 4.121], [-6.169, -2.435, 3.891], [-4.262, 0.094, 1.869], [-5.451, -0.049, 0.569], [-5.820, 1.160, 3.414], [-5.724, 2.068, 1.931], [-8.164, 1.743, 2.715], [-7.804, 1.239, 1.131], [-8.278, -0.634, 3.440], [-9.090, -0.574, 1.939], [-7.533, -2.477, 2.145], [-7.233, -1.442, 0.691], [-5.264, -2.289, 0.396], [-5.118, -3.346, 1.827], [-3.903, -2.111, 1.528], [0.100, -5.658, -1.137], [-0.801, -6.855, -1.590], [0.004, -7.819, -2.430], [-0.742, -9.063, -2.861], [0.216, -9.988, -3.582], [0.694, -9.436, -4.900], [-0.494, -9.152, -5.812], [-1.449, -8.203, -5.116], [-1.907, -8.769, -3.804], [-1.237, -9.798, -1.666], [0.951, -5.544, -1.813], [0.472, -5.763, -0.119], [-0.491, -4.751, -1.232], [-1.596, -6.362, -2.146], [-1.184, -7.338, -0.696], [0.854, -8.203, -1.859], [0.412, -7.354, -3.321], [0.999, -10.210, -2.858], [-0.331, -10.911, -3.781], [1.255, -8.503, -4.769], [1.430, -10.104, -5.348], [-0.241, -8.773, -6.800], [-0.993, -10.110, -6.009], [-1.004, -7.214, -4.972], [-2.351, -8.033, -5.706], [-2.610, -8.201, -3.197], [-2.368, -9.746, -3.967], [-1.540, -10.801, -1.954], [-2.060, -9.256, -1.215], [-0.397, -9.899, -0.980], [7.705, 2.406, 1.160], [6.677, 2.451, 0.022], [6.436, 1.031, -0.431], [5.462, 0.843, -1.616], [4.166, 1.540, -1.334], [3.215, 1.516, -2.507], [3.932, 1.997, -3.796], [5.253, 1.294, -4.054], [6.145, 1.392, -2.826], [5.262, -0.614, -1.747], [7.347, 1.790, 1.991], [7.875, 3.395, 1.578], [8.647, 1.954, 0.851], [7.101, 3.048, -0.784], [5.791, 2.931, 0.432], [5.995, 0.429, 0.363], [7.362, 0.585, -0.789], [4.360, 2.526, -0.928], [3.763, 0.989, -0.481], [2.435, 2.251, -2.338], [2.770, 0.541, -2.707], [4.135, 3.065, -3.624], [3.249, 1.948, -4.643], [5.791, 1.719, -4.898], [4.994, 0.253, -4.264], [6.458, 2.426, -2.701], [7.070, 0.840, -3.007], [4.813, -0.989, -0.829], [6.220, -1.095, -1.932], [4.578, -0.861, -2.551], [-5.726, -1.092, -1.924], [-6.655, -2.357, -2.395], [-7.442, -2.848, -1.319], [-6.089, -3.230, -3.352], [-7.656, -1.484, -3.251], [-4.250, -1.517, -2.216], [-3.703, -1.083, -3.455], [-3.800, -2.765, -1.683], [-3.567, -0.462, -1.176], [0.315, -1.717, -1.474], [1.175, -2.610, -0.946], [0.842, -1.119, -2.530], [-0.767, -2.401, -1.824], [-0.273, -0.443, -0.263], [-0.889, 0.521, -1.124], [-1.131, -1.130, 0.653], [1.131, 0.114, 0.406], [0.895, 1.645, 0.736], [1.209, 2.576, -0.319], [-0.333, 1.937, 1.429], [2.116, 1.887, 2.101], [2.201, 3.201, 2.378], [1.712, 1.256, 3.199], [3.353, 1.445, 1.776]], "gap_ev": 8.75, "total_charge": 4}

---

Result of the stability comparison: *2* is the most stable of them.